[1]
Computed, not measured: the molecule C5H8O2 in a non-equilibrium geometry, with wB97M-V/def2-TZVPD.

XYZ file:
```
15
Properties=species:S:1:pos:R:3
O 2.1590 0.5108 0.1692
C 1.1032 0.1589 -0.7399
C 0.1215 -0.6337 -0.0252
O 0.7741 -1.7694 0.5828
C -1.1452 -0.5702 -0.8680
C -1.8298 0.2781 -0.1087
C -0.7963 0.4783 0.9890
H 1.6166 0.8191 0.9978
H 0.6348 1.0626 -1.0053
H 1.4407 -0.3274 -1.6050
H 1.6814 -1.3456 0.7395
H -1.2913 -1.0255 -1.8913
H -2.8138 0.8054 -0.2495
H -0.4862 1.5891 1.1458
H -1.1687 -0.0304 1.8689
```

Values from the calculation:
Net charge = 0
Lowest unoccupied orbital energy = 0.8 eV
SMILES = OC[C@]1(O)C=CC1
E_tot = -345.68439 hartree

Formally, the natural (NBO) partial charges of the atoms, in units of the elementary charge, are as follows: -0.724 -0.121 0.252 -0.701 -0.231 -0.165 -0.502 0.472 0.177 0.194 0.486 0.218 0.214 0.206 0.225


[2]
Computed, not measured: the molecule C5H8O2 in a non-equilibrium geometry, with wB97M-V/def2-TZVPD.

XYZ file:
```
15
Properties=species:S:1:pos:R:3
O -0.4390 -2.1229 -1.3804
C -0.6854 -2.0797 -0.1429
C -0.2870 -0.9310 0.7827
C 0.8843 0.0001 0.3267
C 0.3121 0.9849 -0.9033
C -0.3936 2.1860 -0.3065
O -1.5865 2.1992 -0.1337
H -1.0097 -2.9737 0.5395
H 0.1228 -1.3029 1.7082
H -1.2283 -0.2483 0.9437
H 1.6961 -0.7304 -0.0179
H 1.3321 0.6124 1.1015
H -0.4541 0.3654 -1.5253
H 1.3231 1.2455 -1.3498
H 0.4131 2.7955 0.3574
```

Values from the calculation:
Net charge = 0
Lowest unoccupied orbital energy = 0.6 eV
SMILES = O=CCCCC=O
E_tot = -345.71505 hartree

Formally, the natural (NBO) partial charges of the atoms, in units of the elementary charge, are as follows: -0.525 0.435 -0.541 -0.367 -0.530 0.440 -0.519 0.124 0.228 0.253 0.220 0.211 0.253 0.231 0.087


[3]
Computed, not measured: the molecule C5H8O2, with wB97M-V/def2-TZVPD.

XYZ file:
```
15
Properties=species:S:1:pos:R:3
C -0.2924 1.0327 -1.3519
C 0.2949 0.4389 -0.0825
O 1.3971 1.1823 0.4016
C -0.7062 0.0813 1.0455
C -0.3790 -1.4327 0.9078
C 0.6570 -1.0561 -0.1483
O 1.5230 -1.6364 -0.7472
H -0.5867 2.0740 -1.1821
H 0.4506 1.0078 -2.1559
H -1.1731 0.4721 -1.6851
H 2.1557 0.9269 -0.1432
H -0.3870 0.5014 1.9993
H -1.7423 0.3692 0.8478
H 0.0495 -1.9078 1.7964
H -1.1851 -2.0636 0.5208
```

Values from the calculation:
Net charge = 0
Lowest unoccupied orbital energy = 0.9 eV
SMILES = C[C@@]1(O)CCC1=O
E_tot = -345.76811 hartree

Formally, the natural (NBO) partial charges of the atoms, in units of the elementary charge, are as follows: -0.629 0.136 -0.701 -0.415 -0.532 0.598 -0.515 0.225 0.219 0.213 0.479 0.230 0.213 0.241 0.237


[4]
Computed, not measured: the molecule C5H8O2, with wB97M-V/def2-TZVPD.

XYZ file:
```
15
Properties=species:S:1:pos:R:3
O -2.1581 -0.2788 -0.4783
C -1.1185 -0.1553 0.4667
C 0.0245 -1.1922 0.2876
C 0.9930 -0.0267 0.1053
O 2.2462 0.0533 0.6867
C 0.5758 0.8057 -1.0625
C -0.1156 0.9823 0.2673
H -2.9781 0.0329 -0.0833
H -1.5101 -0.1877 1.4899
H 0.2180 -1.7628 1.2006
H -0.0930 -1.8731 -0.5627
H 2.8777 -0.3740 0.0944
H 1.2662 1.6052 -1.3166
H 0.0315 0.3714 -1.9000
H -0.0989 1.9338 0.7903
```

Values from the calculation:
Net charge = 0
Lowest unoccupied orbital energy = 0.9 eV
SMILES = O[C@H]1C[C@@]2(O)C[C@@H]12
E_tot = -345.72751 hartree

Formally, the natural (NBO) partial charges of the atoms, in units of the elementary charge, are as follows: -0.721 0.108 -0.442 0.249 -0.687 -0.449 -0.272 0.474 0.171 0.218 0.209 0.473 0.227 0.219 0.222


Values for orbital gap, eV, ordered as above
10.69 10.55 10.35 10.47
Values for HOMO energy, eV, ordered as above
-9.85 -9.91 -9.43 -9.61
Values for relative energy (zero: lowest compared OMol25 entry of this formula, charge and spin), kJ/mol, ordered as above
316.5 236.1 96.8 203.3